1.
{"formula": "C4H9FNOS", "method": "ωB97M-V with the def2-TZVPD basis set", "e_lumo_ev": -6.04, "gap_ev": 7.4, "e_homo_ev": -13.4, "charge": 1, "elements": ["C", "C", "C", "C", "N", "O", "F", "S", "H", "H", "H", "H", "H", "H", "H", "H", "H"], "coordinates": [[1.479, -0.145, 0.315], [-0.534, 0.634, 1.059], [0.601, 0.049, -1.063], [-0.687, 0.474, -0.360], [0.923, 0.771, 1.281], [0.518, -1.109, -1.763], [-1.328, -1.951, 0.349], [-2.078, 1.012, -1.181], [1.290, -1.164, 0.714], [2.535, 0.152, 0.230], [-0.938, 1.648, 1.400], [-0.708, -0.122, 1.756], [1.030, 0.808, -1.705], [-1.255, -2.877, 0.411], [1.299, 1.670, 1.258], [0.653, -0.997, -2.740], [-2.800, 1.144, 0.040]]}


2.
{"formula": "C13H19N", "method": "ωB97M-V with the def2-TZVPD basis set", "smiles": "CCc1c[nH]c2ccccc12.CCC", "e_lumo_ev": 0.88, "gap_ev": 8.9, "e_homo_ev": -8.0, "elements": ["C", "C", "C", "C", "N", "C", "C", "C", "C", "C", "C", "H", "H", "H", "H", "H", "H", "H", "H", "H", "H", "H", "C", "C", "C", "H", "H", "H", "H", "H", "H", "H", "H"], "coordinates": [[-2.573, -1.076, 0.660], [-1.721, -2.273, 0.856], [-0.345, -1.828, 0.604], [0.670, -1.838, 1.559], [1.809, -1.234, 0.965], [1.606, -1.082, -0.333], [2.538, -0.656, -1.307], [2.109, -0.634, -2.607], [0.748, -0.759, -2.953], [-0.139, -1.171, -2.042], [0.258, -1.424, -0.665], [-3.581, -1.204, 0.365], [-2.064, -0.197, 0.105], [-2.853, -0.505, 1.615], [-1.980, -2.611, 1.856], [-2.253, -3.031, 0.146], [0.612, -2.138, 2.531], [2.743, -1.239, 1.365], [3.489, -0.549, -0.977], [2.885, -0.211, -3.361], [0.601, -0.515, -4.016], [-1.215, -1.376, -2.258], [-1.241, 2.556, -0.115], [-0.349, 2.114, 1.094], [1.024, 2.828, 1.213], [-0.911, 1.995, -0.957], [-2.244, 2.439, 0.135], [-0.972, 3.584, -0.285], [-0.091, 0.982, 1.077], [-0.916, 2.163, 2.009], [1.748, 2.179, 0.573], [1.437, 2.887, 2.255], [1.170, 3.822, 0.892]]}


3.
{"formula": "C7H9ClN2O4", "method": "ωB97M-V with the def2-TZVPD basis set", "multiplicity": 3, "e_lumo_ev": [-0.64, -3.76], "s_squared": 2.0108, "gap_ev": [6.3, 7.2], "e_homo_ev": [-6.9, -11.0], "elements": ["C", "C", "C", "C", "C", "C", "C", "N", "N", "O", "O", "O", "O", "Cl", "H", "H", "H", "H", "H", "H", "H", "H", "H"], "coordinates": [[-1.697, 0.017, 0.887], [-1.408, -1.072, -0.161], [-0.684, 0.984, -1.076], [-0.870, 1.233, 0.427], [-0.254, -0.487, -0.982], [0.493, 1.174, 1.046], [1.041, -0.475, -0.207], [1.348, -1.603, 0.666], [2.211, 0.016, -0.888], [2.073, -2.442, 0.190], [2.081, 0.420, -2.022], [0.843, -1.637, 1.762], [3.226, 0.075, -0.227], [1.592, 2.449, 0.768], [-2.758, 0.260, 0.927], [-1.380, -0.310, 1.874], [-1.186, -2.037, 0.288], [-2.259, -1.206, -0.827], [-1.619, 1.094, -1.621], [0.070, 1.620, -1.530], [-1.351, 2.187, 0.640], [-0.122, -0.970, -1.952], [0.610, 0.710, 2.018]]}


4.
{"formula": "C50H117N5O11", "method": "ωB97M-V with the def2-TZVPD basis set", "smiles": "CC1(C)CCCC(C)(C)N1O.CC1(C)CCCC(C)(C)N1O.CC1(C)CCCC(C)(C)N1O.CC1(C)CCCC(C)(C)N1O.CC1(C)CCCC(C)(C)N1O.CO.CO.CO.CO.CO.O", "e_lumo_ev": 0.39, "gap_ev": 8.1, "e_homo_ev": -7.7, "elements": ["C", "C", "C", "C", "C", "C", "C", "C", "C", "N", "O", "H", "H", "H", "H", "H", "H", "H", "H", "H", "H", "H", "H", "H", "H", "H", "H", "H", "H", "H", "C", "C", "C", "C", "C", "C", "C", "C", "C", "N", "O", "H", "H", "H", "H", "H", "H", "H", "H", "H", "H", "H", "H", "H", "H", "H", "H", "H", "H", "H", "C", "C", "C", "C", "C", "C", "C", "C", "C", "N", "O", "H", "H", "H", "H", "H", "H", "H", "H", "H", "H", "H", "H", "H", "H", "H", "H", "H", "H", "H", "C", "C", "C", "C", "C", "C", "C", "C", "C", "N", "O", "H", "H", "H", "H", "H", "H", "H", "H", "H", "H", "H", "H", "H", "H", "H", "H", "H", "H", "H", "C", "C", "C", "C", "C", "C", "C", "C", "C", "N", "O", "H", "H", "H", "H", "H", "H", "H", "H", "H", "H", "H", "H", "H", "H", "H", "H", "H", "H", "H", "C", "O", "H", "H", "H", "H", "C", "O", "H", "H", "H", "H", "C", "O", "H", "H", "H", "H", "C", "O", "H", "H", "H", "H", "C", "O", "H", "H", "H", "H", "O", "H", "H"], "coordinates": [[17.753, 6.084, 13.923], [17.783, 7.651, 14.351], [19.146, 8.180, 13.706], [16.633, 8.354, 13.751], [16.406, 9.786, 14.302], [16.309, 9.748, 15.865], [17.403, 8.993, 16.617], [18.637, 9.852, 16.598], [16.782, 8.775, 18.020], [17.620, 7.734, 15.845], [18.385, 6.874, 16.557], [18.014, 6.162, 12.868], [18.520, 5.462, 14.384], [16.765, 5.640, 14.052], [19.997, 8.189, 14.387], [19.527, 7.527, 12.921], [19.055, 9.030, 13.029], [16.738, 8.446, 12.670], [15.721, 7.775, 13.894], [17.140, 10.487, 13.905], [15.515, 10.155, 13.793], [15.299, 9.597, 16.246], [16.416, 10.770, 16.229], [18.884, 10.238, 15.609], [19.516, 9.271, 16.878], [18.479, 10.755, 17.188], [16.346, 9.631, 18.534], [17.562, 8.337, 18.644], [16.034, 7.996, 17.871], [17.797, 6.150, 16.783], [14.460, 5.889, 7.826], [15.966, 5.692, 7.845], [16.288, 4.177, 7.948], [16.431, 6.176, 6.448], [16.597, 7.654, 6.344], [17.635, 8.177, 7.480], [17.079, 7.786, 8.846], [18.376, 8.094, 9.696], [16.086, 8.932, 9.162], [16.704, 6.376, 9.006], [16.292, 6.036, 10.220], [13.953, 4.996, 8.191], [14.047, 6.743, 8.362], [13.972, 6.021, 6.861], [15.977, 3.584, 8.808], [15.833, 3.863, 7.008], [17.361, 4.050, 7.803], [17.334, 5.659, 6.122], [15.761, 5.970, 5.612], [17.104, 7.851, 5.399], [15.624, 8.146, 6.329], [17.813, 9.251, 7.425], [18.546, 7.665, 7.169], [19.218, 7.555, 9.261], [18.363, 7.723, 10.721], [18.631, 9.154, 9.674], [16.628, 9.855, 9.370], [15.368, 8.867, 9.980], [15.467, 9.282, 8.336], [15.434, 6.464, 10.254], [22.004, 1.177, 17.157], [20.457, 1.378, 17.403], [20.066, 0.373, 18.498], [20.284, 2.808, 17.764], [18.802, 3.217, 17.974], [18.147, 3.193, 16.667], [18.286, 1.787, 15.973], [17.115, 0.889, 16.531], [18.050, 2.001, 14.477], [19.660, 1.137, 16.182], [19.834, -0.145, 15.564], [22.429, 1.980, 16.555], [22.597, 1.357, 18.053], [22.319, 0.181, 16.848], [20.438, 0.689, 19.472], [18.985, 0.308, 18.621], [20.513, -0.583, 18.226], [20.974, 3.016, 18.582], [20.644, 3.436, 16.949], [18.267, 2.483, 18.577], [18.871, 4.166, 18.505], [18.585, 4.045, 16.148], [17.098, 3.453, 16.809], [16.970, -0.085, 16.064], [16.151, 1.349, 16.313], [17.112, 0.853, 17.620], [17.038, 2.339, 14.258], [18.473, 1.211, 13.856], [18.793, 2.747, 14.194], [19.510, -0.809, 16.177], [23.824, 5.041, 4.384], [24.299, 4.293, 5.614], [25.827, 3.966, 5.299], [24.164, 5.343, 6.780], [24.293, 4.732, 8.186], [23.312, 3.587, 8.390], [23.364, 2.518, 7.165], [24.408, 1.355, 7.409], [21.948, 1.838, 7.186], [23.412, 3.129, 5.813], [23.493, 2.291, 4.737], [24.223, 4.504, 3.523], [22.737, 5.074, 4.322], [24.243, 6.047, 4.358], [26.201, 3.296, 6.073], [25.886, 3.355, 4.398], [26.542, 4.786, 5.239], [24.993, 6.051, 6.761], [23.199, 5.842, 6.690], [25.296, 4.362, 8.400], [24.174, 5.539, 8.908], [22.297, 3.907, 8.626], [23.623, 3.073, 9.300], [24.561, 0.575, 6.664], [24.116, 0.667, 8.203], [25.325, 1.851, 7.727], [21.890, 0.918, 6.603], [21.129, 2.487, 6.877], [21.549, 1.479, 8.135], [22.595, 2.365, 4.405], [23.999, 12.524, 14.156], [22.948, 11.327, 14.077], [23.551, 9.966, 14.418], [21.859, 11.609, 15.163], [20.716, 12.590, 14.842], [20.198, 12.214, 13.373], [21.229, 12.050, 12.232], [20.384, 11.458, 11.126], [21.819, 13.428, 11.801], [22.302, 11.101, 12.754], [23.193, 10.768, 11.755], [23.580, 13.527, 14.080], [24.554, 12.605, 15.090], [24.799, 12.404, 13.426], [22.775, 9.222, 14.236], [24.329, 9.781, 13.677], [23.799, 9.851, 15.473], [21.284, 10.729, 15.453], [22.300, 11.999, 16.081], [19.991, 12.590, 15.656], [20.976, 13.647, 14.793], [19.514, 13.010, 13.076], [19.569, 11.325, 13.430], [19.960, 10.489, 11.389], [20.984, 11.343, 10.224], [19.545, 12.103, 10.865], [22.860, 13.635, 12.050], [21.129, 14.198, 12.146], [21.758, 13.542, 10.718], [22.862, 9.938, 11.403], [19.583, 1.040, 10.475], [18.718, 1.714, 9.666], [18.988, 1.021, 11.388], [19.800, -0.016, 10.312], [20.555, 1.501, 10.651], [18.748, 2.656, 9.852], [23.410, 6.285, 13.302], [23.770, 6.153, 11.946], [24.187, 6.806, 13.862], [22.419, 6.672, 13.543], [23.385, 5.313, 13.794], [24.512, 5.545, 11.910], [21.926, 2.220, 13.253], [22.045, 2.963, 14.445], [22.946, 1.868, 13.102], [21.228, 1.430, 13.533], [21.560, 3.007, 12.594], [21.136, 3.033, 14.747], [19.267, 3.662, 4.981], [18.328, 3.816, 3.856], [19.873, 2.756, 5.008], [20.056, 4.397, 5.135], [18.629, 3.590, 5.861], [18.234, 4.726, 3.565], [23.693, 8.292, 9.152], [23.182, 8.329, 10.495], [23.359, 7.382, 8.654], [23.212, 9.073, 8.564], [24.743, 8.553, 9.019], [23.343, 7.467, 10.887], [19.398, 4.905, 10.020], [19.791, 5.632, 10.503], [18.561, 5.248, 9.708]]}


5.
{"formula": "C3H12N2O2", "method": "ωB97M-V with the def2-TZVPD basis set", "smiles": "[H]/N=C/NCC.O.O", "e_lumo_ev": 0.86, "gap_ev": 9.1, "e_homo_ev": -8.2, "elements": ["H", "N", "C", "N", "C", "C", "H", "H", "H", "H", "H", "H", "H", "O", "H", "H", "O", "H", "H"], "coordinates": [[2.014, -2.181, 1.248], [1.258, -2.122, 0.566], [1.273, -1.014, -0.088], [0.517, 0.046, 0.188], [0.637, 1.330, -0.503], [-0.688, 2.081, -0.499], [1.863, -0.804, -0.999], [0.186, 0.165, 1.132], [0.967, 1.189, -1.531], [1.395, 1.930, 0.009], [-1.526, 1.387, -0.530], [-0.763, 2.727, -1.367], [-0.815, 2.697, 0.391], [-0.660, -1.156, 2.697], [-0.136, -1.899, 2.335], [-1.487, -1.550, 2.986], [-1.368, -0.730, -2.342], [-1.748, -1.598, -2.175], [-0.921, -0.497, -1.519]]}


6.
{"formula": "C16H18F7IN2O2SbTi", "method": "ωB97M-V with the def2-TZVPD basis set", "multiplicity": 4, "e_lumo_ev": [-0.15, -3.38], "s_squared": 3.7998, "gap_ev": [6.4, 6.3], "e_homo_ev": [-6.5, -9.7], "elements": ["Ti", "N", "C", "C", "N", "H", "H", "H", "H", "H", "H", "H", "H", "F", "C", "C", "C", "C", "C", "C", "C", "H", "H", "H", "H", "H", "H", "F", "Sb", "F", "F", "F", "F", "F", "I", "C", "C", "C", "C", "C", "C", "C", "O", "O", "H", "H", "H", "H"], "coordinates": [[0.859, 1.641, 0.262], [0.114, 2.458, -1.672], [1.094, 2.281, -2.756], [1.670, 0.880, -2.641], [2.222, 0.725, -1.279], [-0.757, 1.959, -1.865], [-0.102, 3.437, -1.519], [1.893, 3.010, -2.624], [0.655, 2.423, -3.744], [2.420, 0.712, -3.415], [0.873, 0.149, -2.773], [3.077, 1.264, -1.171], [2.434, -0.246, -1.077], [-3.311, -2.546, 1.003], [-2.559, -1.607, 1.617], [-1.366, -1.988, 2.210], [-0.603, -1.027, 2.838], [-1.026, 0.321, 2.908], [-0.310, 1.262, 3.666], [-2.232, 0.662, 2.250], [-2.997, -0.293, 1.618], [-1.060, -3.025, 2.165], [0.337, -1.301, 3.302], [0.590, 0.979, 4.197], [-0.695, 2.263, 3.806], [-2.556, 1.694, 2.254], [-3.931, -0.046, 1.130], [-0.347, 2.719, 1.005], [2.326, 3.402, 2.658], [3.740, 2.467, 1.807], [1.985, 3.049, -0.025], [1.774, 0.703, 1.464], [3.394, 4.938, 2.417], [3.212, 2.947, 4.270], [-0.216, -6.210, -2.851], [-0.471, -4.270, -2.253], [-1.703, -3.578, -2.595], [-1.969, -2.380, -2.063], [-0.961, -1.717, -1.218], [0.189, -2.505, -0.736], [0.450, -3.699, -1.277], [-1.035, -0.299, -0.999], [-1.838, 0.405, -1.605], [-0.169, 0.195, -0.114], [-2.400, -4.040, -3.282], [-2.879, -1.848, -2.299], [0.851, -2.063, -0.003], [1.331, -4.256, -0.990]]}